Record 1
Here is an isolated ion of composition C5H8N and charge +1 in a non-equilibrium geometry from OMol25. Energies are from ωB97M-V/def2-TZVPD.

Positions of all 14 atoms, in Å:
N1 -0.785 -0.337 0.048
C1 -0.101 0.532 -0.595
C2 0.213 -1.493 1.875
C3 0.943 1.444 -0.857
C4 0.469 0.373 -1.919
C5 -0.906 -0.634 1.460
H1 -0.903 0.313 2.114
H2 1.121 -0.441 -2.190
H3 -0.821 -1.274 -0.419
H4 -1.863 -1.320 1.709
H5 0.008 0.848 -2.759
H6 0.006 -1.748 2.868
H7 1.814 1.272 -0.204
H8 0.803 2.463 -1.130

The net charge is +1. The calculation puts the highest occupied orbital energy (spin up / spin down) at -13.8 / -13.8 eV. The LUMO energy (spin up / spin down) comes out at -5.248 / -5.246 eV. The value obtained for the HOMO-LUMO gap (spin up / spin down) is 8.55 / 8.56 eV. The value obtained for the molecular weight is 82.1 g mol⁻¹.

Record 2
Here is a 2-piece molecular cluster, C2H5ClOS overall in a non-equilibrium geometry from OMol25. Energies are from ωB97M-V/def2-TZVPD.

Positions of all 10 atoms, in Å:
Cl1 -2.038 -0.815 0.220
S1 0.632 0.357 0.900
O1 0.113 -2.264 0.792
C1 0.169 1.738 -0.316
C2 -0.276 -1.122 0.225
H1 -0.343 2.574 0.303
H2 0.017 -1.200 -1.436
H3 1.165 2.001 -0.664
H4 -0.488 1.173 -1.031
H5 1.048 -2.442 1.008

The calculation puts the highest occupied orbital energy at -8.9 eV. The LUMO energy comes out at 0.464 eV. The value obtained for the HOMO-LUMO gap is 9.35 eV. The value obtained for the molecular weight is 112.6 g mol⁻¹.

Record 3
Here is an isolated ion of composition C10H10Br2N3 and charge +1 in a non-equilibrium geometry from OMol25. Energies are from ωB97M-V/def2-TZVPD.

Positions of all 25 atoms, in Å:
Br1 -2.185 1.867 -1.089
Br2 4.173 0.090 -1.034
N1 1.708 -0.207 0.093
N2 1.370 1.517 2.401
N3 0.715 1.833 -0.007
C1 0.401 1.440 1.458
C2 1.986 1.960 -0.526
C3 0.437 0.343 0.420
C4 2.528 0.731 -0.415
C5 -1.494 -2.731 -0.393
C6 -1.842 0.014 -0.887
C7 -2.613 -2.318 -1.129
C8 -0.516 -1.833 -0.024
C9 -2.718 -0.921 -1.460
C10 -0.742 -0.479 -0.164
H1 0.258 -2.164 0.500
H2 -3.670 -0.694 -1.921
H3 -3.230 -3.153 -1.462
H4 -1.273 -3.786 -0.233
H5 -0.108 2.270 -0.364
H6 -0.501 1.957 1.726
H7 2.298 2.799 -1.120
H8 1.891 0.578 2.640
H9 1.273 2.071 3.263
H10 1.854 -1.183 -0.273

The net charge is +1. The calculation puts the highest occupied orbital energy (spin up / spin down) at -7.2 / -11.7 eV. The LUMO energy (spin up / spin down) comes out at -3.705 / -7.583 eV. Its spin multiplicity is 3. The value obtained for the HOMO-LUMO gap (spin up / spin down) is 3.53 / 4.15 eV. The value obtained for the molecular weight is 332.0 g mol⁻¹.

Record 4
Here is a 12-piece molecular cluster, C68H152O4 overall in a non-equilibrium geometry from OMol25. Energies are from ωB97M-V/def2-TZVPD.

Positions of all 224 atoms, in Å:
O1 5.400 -3.011 2.755
O2 8.300 -1.097 -0.632
O3 3.729 -2.117 3.965
O4 7.694 -2.921 0.484
C1 1.128 5.350 -1.164
C2 0.800 3.853 -6.294
C3 0.425 -1.506 0.218
C4 3.005 2.060 -1.592
C5 1.713 0.305 5.298
C6 5.953 -1.329 -0.159
C7 3.870 -2.473 -3.812
C8 -8.629 3.217 -2.139
C9 7.400 -1.909 -0.092
C10 4.460 -0.840 -5.687
C11 5.337 3.790 2.026
C12 5.137 -3.695 5.026
C13 2.343 -3.108 0.718
C14 -4.871 4.105 -2.264
C15 2.838 -3.170 -2.961
C16 2.438 -6.708 1.297
C17 -4.807 -1.760 -1.386
C18 -0.357 0.420 3.767
C19 -2.678 -3.695 -0.021
C20 -1.576 -0.034 -0.305
C21 -5.955 0.872 1.312
C22 0.822 6.424 -0.142
C23 -1.345 -0.332 4.651
C24 -6.040 -1.272 -2.130
C25 -6.094 -0.158 2.411
C26 0.921 -6.365 3.390
C27 7.074 5.840 0.199
C28 -6.364 3.930 -1.767
C29 -1.587 1.093 -4.905
C30 3.366 -1.715 -5.003
C31 6.000 6.203 1.234
C32 4.643 -2.876 3.870
C33 -7.191 3.250 -2.715
C34 -8.712 2.530 -0.679
C35 4.932 5.064 1.346
C36 6.482 -4.132 4.447
C37 -3.980 -3.112 0.618
C38 -10.160 2.394 -0.137
C39 2.152 -4.370 -3.674
C40 -0.287 -5.694 2.922
C41 4.353 1.581 3.071
C42 -1.979 1.258 -1.034
C43 0.703 1.211 4.596
C44 -0.768 -0.188 -4.685
C45 -2.349 -1.090 3.848
C46 6.312 0.201 -0.485
C47 3.235 1.016 -2.712
C48 6.236 -4.150 2.949
C49 -4.729 2.519 2.733
C50 7.674 0.074 -1.199
C51 -5.595 -0.613 -3.461
C52 -0.087 -0.068 0.031
C53 0.989 -4.919 -2.813
C54 -4.804 1.864 1.389
C55 1.958 -1.680 0.359
C56 4.098 2.909 2.402
C57 1.556 3.999 -0.654
C58 -0.693 2.416 -4.912
C59 -3.198 -2.085 4.695
C60 -0.989 -4.783 3.945
C61 -3.955 4.824 2.030
C62 1.526 -7.368 2.417
C63 1.887 3.034 -1.827
C64 -1.602 -1.472 -4.657
C65 -5.118 -2.779 -0.279
C66 0.277 2.433 -6.036
C67 -0.085 -3.616 4.271
C68 -3.604 3.543 2.832
H1 -6.452 -0.044 -3.844
H2 -1.460 3.259 -5.169
H3 1.085 1.766 -5.763
H4 1.773 5.826 -1.966
H5 1.484 4.091 -5.509
H6 0.004 -5.010 2.087
H7 2.022 -2.510 -2.653
H8 0.163 -3.097 3.360
H9 3.521 2.761 1.500
H10 -0.140 -0.276 -5.605
H11 5.451 7.101 0.985
H12 0.180 5.139 -1.655
H13 1.020 2.363 -2.084
H14 4.090 -0.112 -6.330
H15 -10.838 1.823 -0.757
H16 -2.349 1.239 -4.231
H17 -0.269 2.110 -6.927
H18 1.333 3.995 -7.230
H19 -2.513 -2.749 5.224
H20 -4.427 3.101 -2.575
H21 -2.438 -1.320 -3.943
H22 4.513 -1.852 -3.220
H23 3.469 -3.126 0.794
H24 2.064 -0.485 4.650
H25 5.289 -1.380 0.668
H26 -7.076 3.584 -3.742
H27 -5.268 -1.369 -4.186
H28 3.525 1.491 -3.657
H29 -3.717 -2.669 3.920
H30 1.210 -0.299 5.972
H31 2.207 -8.071 2.899
H32 7.876 6.585 0.212
H33 3.387 0.997 3.109
H34 6.498 0.788 0.449
H35 -3.065 5.379 1.734
H36 3.960 2.544 -1.428
H37 -2.063 -1.691 -5.589
H38 4.780 4.798 0.289
H39 -2.768 -4.572 -0.696
H40 -1.492 1.274 -2.004
H41 -3.611 -2.282 1.221
H42 2.048 -3.927 0.094
H43 -1.266 -5.363 4.813
H44 7.127 -3.991 2.396
H45 2.498 -1.382 -0.545
H46 -2.154 -3.976 0.846
H47 7.590 -0.135 -2.272
H48 -0.524 -2.968 5.034
H49 -9.351 2.714 -2.846
H50 -6.336 0.322 3.347
H51 2.334 -1.044 1.188
H52 -1.691 2.089 -0.422
H53 6.112 3.946 2.801
H54 -6.719 -2.064 -2.418
H55 -1.841 -4.475 3.363
H56 -8.130 3.150 -0.033
H57 -0.063 -1.967 1.052
H58 -9.029 4.237 -1.947
H59 -5.537 -3.730 -0.753
H60 1.672 -5.656 3.798
H61 -4.063 -2.115 -2.117
H62 0.313 -4.120 -2.644
H63 4.518 -3.298 -4.164
H64 2.826 1.552 -0.668
H65 -0.917 1.156 3.128
H66 -4.228 4.585 -1.482
H67 -10.589 3.400 0.087
H68 -2.016 1.166 -5.905
H69 0.190 7.137 -0.578
H70 1.897 -5.951 0.783
H71 -4.779 4.846 -3.070
H72 6.682 5.908 -0.785
H73 -1.797 -1.747 3.153
H74 4.652 1.649 4.105
H75 -8.279 1.538 -0.795
H76 0.840 -3.961 4.734
H77 5.824 3.196 1.272
H78 -4.831 2.518 0.558
H79 0.161 0.489 0.934
H80 3.435 3.421 3.116
H81 0.708 -7.948 1.965
H82 -1.980 -0.919 -0.817
H83 3.303 -3.541 -2.049
H84 -0.738 -0.991 5.311
H85 5.521 0.607 -1.078
H86 5.680 -5.065 2.589
H87 2.787 -7.440 0.589
H88 -3.890 -1.535 5.327
H89 2.002 3.531 -2.764
H90 2.497 0.946 5.791
H91 -6.836 4.924 -1.630
H92 -6.542 -0.479 -1.528
H93 -4.667 1.827 3.586
H94 1.744 -4.034 -4.578
H95 2.942 -2.388 -5.752
H96 -1.815 0.399 5.376
H97 0.298 6.039 0.724
H98 -3.486 3.816 3.922
H99 1.897 -3.354 1.714
H100 -6.290 3.358 -0.847
H101 1.254 1.867 3.972
H102 2.472 4.092 -0.029
H103 7.165 -3.311 4.700
H104 -5.676 3.011 2.834
H105 -6.822 2.200 -2.698
H106 -3.853 1.302 1.170
H107 0.468 0.391 -0.790
H108 -0.154 2.600 -3.967
H109 -5.754 0.276 0.355
H110 1.253 -5.432 -1.920
H111 -10.103 1.916 0.840
H112 0.172 1.847 5.314
H113 -4.602 5.493 2.653
H114 0.060 -0.256 3.015
H115 5.145 -3.156 5.944
H116 0.763 -6.978 4.354
H117 -4.398 -0.863 -1.026
H118 0.416 -5.549 -3.405
H119 -2.120 0.030 0.600
H120 3.288 -6.277 1.756
H121 4.014 5.436 1.811
H122 5.203 -1.408 -6.282
H123 7.553 4.847 0.274
H124 0.696 3.662 -0.070
H125 -4.308 -3.815 1.360
H126 0.054 -2.069 -0.675
H127 -5.936 -2.352 0.374
H128 3.889 0.158 -2.460
H129 -6.692 -0.995 2.023
H130 6.838 -5.099 4.793
H131 -0.124 -0.087 -3.765
H132 5.460 -1.758 -1.069
H133 2.267 0.622 -2.973
H134 -5.139 -0.712 2.527
H135 -2.970 -0.403 3.214
H136 -2.716 3.048 2.548
H137 5.067 0.884 2.588
H138 -3.015 1.375 -1.190
H139 -2.084 -2.992 -0.587
H140 5.112 -0.439 -4.941
H141 2.578 -1.036 -4.737
H142 1.711 6.916 0.193
H143 8.365 0.890 -1.153
H144 6.457 6.342 2.231
H145 -4.824 0.142 -3.395
H146 -4.465 4.626 1.114
H147 4.406 -4.521 5.090
H148 -0.931 -2.333 -4.414
H149 2.899 -5.068 -3.925
H150 -6.904 1.385 1.180
H151 -1.046 -6.407 2.461
H152 -0.040 4.583 -6.237

The SMILES is O=C1CCCO1.O=C1CCCO1.CCCCCC.CCCCCC.CCCCCC.CCCCCC.CCCCCC.CCCCCC.CCCCCC.CCCCCC.CCCCCC.CCCCCC. The calculation puts the highest occupied orbital energy at -10.1 eV. The LUMO energy comes out at 0.619 eV. The value obtained for the HOMO-LUMO gap is 10.71 eV. The value obtained for the molecular weight is 1034.0 g mol⁻¹.

Record 5
Here is C46H28N7Sn as an isolated structure in a non-equilibrium geometry from OMol25. Energies are from ωB97M-V/def2-TZVPD.

Positions of all 82 atoms, in Å:
Sn1 0.287 -0.734 -0.629
N1 0.766 -1.362 1.691
N2 0.322 0.214 -5.347
N3 1.608 1.714 -6.769
N4 0.154 -0.714 -3.127
N5 -1.821 -1.022 0.408
N6 -0.765 1.256 -1.070
N7 1.843 0.890 0.141
C1 0.893 -2.770 3.478
C2 -5.493 1.060 -1.192
C3 1.973 5.067 -1.653
C4 -6.778 0.749 -3.194
C5 -0.134 2.348 -1.559
C6 -3.542 -2.319 1.141
C7 -2.422 -3.401 4.327
C8 0.053 -2.235 2.435
C9 4.009 1.486 0.506
C10 1.706 3.821 -2.207
C11 6.283 -2.262 2.439
C12 -1.854 -4.962 2.606
C13 2.013 -1.307 2.198
C14 -4.455 0.168 -3.160
C15 2.540 5.941 -3.820
C16 2.121 1.995 -0.589
C17 -4.363 0.559 -1.829
C18 0.300 -0.200 -4.171
C19 2.112 -2.199 3.324
C20 3.490 2.375 -0.377
C21 -2.275 2.540 -2.192
C22 3.056 -0.480 1.763
C23 6.250 -0.285 3.784
C24 1.878 3.651 -3.577
C25 -2.060 1.325 -1.453
C26 -1.081 3.176 -2.255
C27 2.379 6.120 -2.456
C28 -2.947 -0.667 -0.250
C29 1.029 1.013 -6.052
C30 6.894 -1.439 3.370
C31 2.292 4.698 -4.378
C32 -5.656 0.255 -3.838
C33 -2.972 -4.430 5.072
C34 1.215 2.673 -1.406
C35 -6.694 1.156 -1.874
C36 5.042 -1.931 1.931
C37 5.010 0.051 3.268
C38 -2.145 -2.004 1.282
C39 -2.402 -5.990 3.350
C40 -3.060 0.401 -1.144
C41 -1.861 -3.654 3.079
C42 -2.966 -5.726 4.586
C43 -1.288 -2.576 2.229
C44 2.956 0.565 0.840
C45 4.388 -0.773 2.338
C46 -4.036 -1.499 0.181
H1 2.420 4.528 -5.436
H2 6.784 -3.160 2.104
H3 -2.430 -2.391 4.710
H4 5.011 1.455 0.892
H5 -5.038 -1.450 -0.205
H6 -3.568 -0.208 -3.648
H7 2.992 -2.333 3.925
H8 2.574 7.086 -2.011
H9 -5.721 -0.065 -4.868
H10 1.852 5.217 -0.590
H11 0.581 -3.479 4.224
H12 -4.064 -3.072 1.704
H13 -7.717 0.820 -3.723
H14 -5.420 1.383 -0.163
H15 -3.413 -4.224 6.038
H16 4.567 -2.564 1.197
H17 6.722 0.360 4.511
H18 3.983 3.203 -0.853
H19 -7.570 1.548 -1.376
H20 -0.855 4.124 -2.708
H21 4.516 0.955 3.588
H22 1.689 2.686 -4.018
H23 -2.393 -7.000 2.966
H24 2.862 6.764 -4.442
H25 -1.413 -5.162 1.640
H26 7.871 -1.687 3.761
H27 -3.400 -6.527 5.166
H28 -3.220 2.863 -2.589

The net charge is -1. The calculation puts the highest occupied orbital energy at -4.1 eV. The LUMO energy comes out at 1.225 eV. The value obtained for the HOMO-LUMO gap is 5.34 eV. The value obtained for the molecular weight is 797.5 g mol⁻¹.

Record 6
Here is a 2-piece molecular cluster, C2H7OPS overall in a non-equilibrium geometry from OMol25. Energies are from ωB97M-V/def2-TZVPD.

Positions of all 12 atoms, in Å:
S1 2.704 -0.949 -0.653
P1 -1.871 -1.517 -0.046
O1 0.465 1.446 0.778
C1 -0.688 -0.348 -0.110
C2 -0.785 0.924 0.593
H1 -1.497 -2.058 -1.302
H2 -1.154 0.597 1.497
H3 0.490 2.046 1.531
H4 1.599 -1.349 -1.204
H5 0.051 -0.408 -0.801
H6 -1.378 1.602 -0.094
H7 2.064 0.013 -0.189

The calculation puts the highest occupied orbital energy (spin up / spin down) at -6.7 / -9.6 eV. The LUMO energy (spin up / spin down) comes out at 0.711 / -2.471 eV. Its spin multiplicity is 3. The value obtained for the HOMO-LUMO gap (spin up / spin down) is 7.39 / 7.14 eV. The value obtained for the molecular weight is 110.1 g mol⁻¹.